(1)
Computed, not measured: 2 unconnected molecules or ions with the total composition CH4NO4 in a non-equilibrium geometry, with wB97M-V/def2-TZVPD.

```
! RIJCOSX wB97M-V def2-TZVPD def2/J DEFGRID3
* xyz -1 1
C 0.8652 -0.3450 -0.0579
N -1.1233 0.1361 0.7759
O -1.8620 -0.1686 -0.5241
O 0.6599 -1.3143 -0.8308
O 0.8590 0.9286 -0.7253
O 1.4961 -0.4591 1.0809
H -1.0103 1.1699 0.7912
H -1.1847 -0.7800 -0.8412
H 0.1798 0.7070 -1.4407
H 1.1203 0.1256 1.7720
*
```

Calculated values
* E_LUMO: 3.992 eV
* E: -396.1588 Ha
* orbital gap: 6.389 eV

---

(2)
Computed, not measured: 2 unconnected molecules or ions with the total composition CH4NOP in a non-equilibrium geometry, with wB97M-V/def2-TZVPD.

```
! RIJCOSX wB97M-V def2-TZVPD def2/J DEFGRID3
* xyz 0 1
C 1.2406 -0.8849 -0.2859
N 0.9514 -0.3441 -1.2689
O 0.8264 0.0268 -2.3805
P -1.1956 0.0326 0.5934
H 1.7535 -1.2944 0.5489
H -0.1528 0.7860 1.1758
H -1.6833 1.0996 -0.2175
H -1.7400 0.5784 1.8346
*
```

Calculated values
* E_LUMO: 0.821 eV
* E: -511.6784 Ha
* SMILES string: C#[N+][O-].P
* orbital gap: 10.230 eV

---

(3)
Computed, not measured: a single CH4NOPS molecule in a non-equilibrium geometry, with wB97M-V/def2-TZVPD.

```
! RIJCOSX wB97M-V def2-TZVPD def2/J DEFGRID3
* xyz 0 1
C 0.3187 0.3873 -1.2152
N -0.3442 -1.2871 1.1053
O 0.2063 -1.4883 -0.0784
P -0.5226 1.3618 -0.0434
S -1.6204 -0.1523 1.1145
H 1.3911 0.6475 -1.6126
H -0.2688 0.3348 -2.1761
H 0.3677 -1.1759 1.8968
H 0.4722 1.3722 1.0091
*
```

Calculated values
* E_LUMO (spin up / spin down): -0.552 / -0.439 eV
* E: -909.8716 Ha
* orbital gap (spin up / spin down): 8.237 / 8.093 eV

---

(4)
Computed, not measured: 3 unconnected molecules or ions with the total composition CH4NOS in a non-equilibrium geometry, with wB97M-V/def2-TZVPD.

```
! RIJCOSX wB97M-V def2-TZVPD def2/J DEFGRID3
* xyz -1 1
C -2.1033 1.1139 -0.0271
N -2.4404 -1.2691 -0.3021
O -3.1798 -1.7796 0.5611
S 7.5922 0.1116 0.0250
H -1.8605 1.4340 -1.0462
H -3.0852 1.5163 0.2486
H -1.4412 -1.5617 -0.1901
H 6.5182 0.4347 0.7308
*
```

Calculated values
* E_LUMO (spin up / spin down): -0.066 / -0.068 eV
* E: -568.4396 Ha
* orbital gap (spin up / spin down): 2.194 / 2.192 eV

---

(5)
Computed, not measured: 2 unconnected molecules or ions with the total composition CH4NOS in a non-equilibrium geometry, with wB97M-V/def2-TZVPD.

```
! RIJCOSX wB97M-V def2-TZVPD def2/J DEFGRID3
* xyz -1 1
S 0.2794 -0.3626 2.8857
H 1.4046 0.3361 2.6730
C -0.4422 -0.3811 -1.4426
N 0.0113 0.3442 -0.4111
O -0.4633 -0.0222 -2.6096
H -0.7571 -1.3895 -1.1291
H 0.1405 1.3393 -0.5454
H -0.1732 0.1358 0.5791
*
```

Calculated values
* E_LUMO: 4.080 eV
* E: -568.7498 Ha
* orbital gap: 7.148 eV

---

(6)
Computed, not measured: a gas-phase ion, CH4NOS2 (charge +1) in a non-equilibrium geometry, with wB97M-V/def2-TZVPD.

```
! RIJCOSX wB97M-V def2-TZVPD def2/J DEFGRID3
* xyz 1 3
C 0.9899 -0.0599 -0.3227
N -0.1716 -0.0256 0.6003
O 0.4625 0.0968 -1.6327
S 2.3840 -1.0354 0.1563
S 2.3778 1.0299 0.1421
H -0.0316 0.7531 1.3564
H -0.1838 -0.9352 1.1077
H -0.9034 0.0943 -0.2026
H 0.9854 -0.2034 -2.3058
*
```

Calculated values
* E_LUMO (spin up / spin down): -4.022 / -7.029 eV
* E: -966.4679 Ha
* orbital gap (spin up / spin down): 7.014 / 8.566 eV